13
Properties=species:S:1:pos:R:3 method="wB97M-V/def2-TZVPD" energy_ev=-10831.430 e_homo_ev=-10.67 gap_ev=10.989 smiles="NC(=O)O.O.O" total_charge=0 de_lowest_kj_mol=43.7
N 1.3663 -0.4098 0.4926
C 0.2590 -0.1640 1.2279
O 0.2014 0.1998 2.3637
O -0.8900 -0.4754 0.5388
H 2.2931 -0.1959 0.8121
H 1.3647 -0.8161 -0.4293
H -0.7888 -1.0340 -0.2387
O 0.6482 -1.1230 -2.4822
H 1.3365 -0.5700 -2.8723
H -0.1341 -0.6238 -2.6973
O -1.4740 1.7454 -1.0158
H -1.3395 1.1682 -0.2464
H -1.3996 2.6362 -0.6640

***

12
Properties=species:S:1:pos:R:3 method="wB97M-V/def2-TZVPD" energy_ev=-10167.530 e_homo_ev=-10.29 gap_ev=11.223 smiles=C#CCc1nn[nH]n1 total_charge=0 de_lowest_kj_mol=512.2
C -2.4619 0.0044 -1.4638
C -1.7747 0.1506 -0.5073
C -0.9787 0.6703 0.7189
C 0.3759 -0.0186 0.6366
N 1.2378 0.5972 -0.3533
N 2.3782 -0.1096 -0.4245
N 2.1315 -0.9745 0.4949
N 1.0422 -1.0014 1.2354
H -2.6174 0.0729 -2.7065
H -0.6750 1.7932 0.2624
H -1.2611 0.7118 1.7751
H 2.6031 -1.8962 0.3322

***

110
Properties=species:S:1:pos:R:3 method="wB97M-V/def2-TZVPD" energy_ev=-141882.112 e_homo_ev=-6.64 gap_ev=5.954 total_charge=0 de_lowest_kj_mol=525.7
K -2.6318 -0.6166 1.8986
O 0.2498 0.9024 5.1054
C -1.0006 0.3956 4.8957
O -1.7909 1.0068 3.8058
C -2.1620 0.2645 5.6368
C -2.8510 -0.2902 6.7535
C -4.1867 -0.4524 6.5912
C -4.8682 -0.1425 5.3718
C -4.2289 0.4122 4.3059
N -2.9201 0.7684 4.6197
C -4.9601 0.7757 2.9782
O -4.2401 1.2315 2.0546
O -6.1500 0.5178 2.9817
H 0.1711 1.7678 5.5328
H -2.3423 -0.6112 7.6489
H -4.7602 -0.8722 7.4068
H -5.9251 -0.3165 5.2402
H -2.7762 1.7491 1.2314
C 0.9941 -3.0737 -4.8993
C 1.7767 -2.8440 -3.6033
C 2.8558 -3.9211 -3.5024
C 2.4783 -1.4792 -3.6775
C 0.8300 -2.8537 -2.4063
C -0.2229 -1.9484 -2.3519
C -1.0497 -1.8432 -1.2527
Se -2.4522 -0.5212 -1.1979
C -1.4883 1.1322 -1.3417
C -0.8803 1.4702 -2.5499
C -0.2307 2.6741 -2.7259
C -0.3054 3.6063 -1.6853
C -0.9457 3.3560 -0.4833
C -1.4725 2.0569 -0.2954
O -1.8350 1.6863 0.9671
C -1.1782 4.4871 0.5287
C -0.5311 4.2268 1.8974
C -0.5993 5.7984 0.0022
C -2.6884 4.7059 0.7004
C 0.5296 3.0278 -3.9977
C 0.3721 1.9592 -5.0775
C 0.0335 4.3593 -4.5688
C 2.0191 3.1573 -3.6569
C -0.8989 -2.7091 -0.1229
O -1.5709 -2.5576 0.9571
C 0.0757 -3.7588 -0.2532
C 0.9219 -3.7636 -1.3541
C 0.0696 -4.9308 0.7326
C 1.0986 -5.9931 0.3480
C 0.3696 -4.5161 2.1771
C -1.3113 -5.5954 0.6854
H 1.6652 -3.0550 -5.7590
H 0.2347 -2.3112 -5.0585
H 0.4871 -4.0372 -4.8860
H 3.5308 -3.8432 -4.3554
H 2.4374 -4.9256 -3.5036
H 3.4560 -3.8190 -2.5975
H 3.1418 -1.4151 -4.5417
H 3.0855 -1.3157 -2.7835
H 1.7633 -0.6611 -3.7446
H -0.3841 -1.2783 -3.1873
H -0.9281 0.7611 -3.3616
H 0.1360 4.5777 -1.8538
H 0.5582 4.2443 1.8158
H -0.8445 3.2848 2.3227
H -0.8132 5.0266 2.5841
H 0.4785 5.7475 -0.1662
H -0.7712 6.5829 0.7391
H -1.0671 6.1140 -0.9296
H -3.2033 3.8707 1.1660
H -3.1688 4.8975 -0.2593
H -2.8560 5.5732 1.3393
H -0.6669 1.8226 -5.3729
H 0.7540 0.9899 -4.7593
H 0.9323 2.2525 -5.9659
H -1.0340 4.3371 -4.7809
H 0.5608 4.5721 -5.4988
H 0.2173 5.1915 -3.8931
H 2.4218 2.2142 -3.2830
H 2.1884 3.9206 -2.8979
H 2.5920 3.4359 -4.5420
H 1.6638 -4.5450 -1.4109
H 2.1239 -5.6192 0.3609
H 0.9161 -6.4083 -0.6418
H 1.0472 -6.8140 1.0632
H 1.4005 -4.1607 2.2603
H 0.2938 -5.3826 2.8372
H -0.3168 -3.7545 2.5242
H -1.5238 -5.9586 -0.3197
H -2.0908 -4.9021 0.9814
H -1.3265 -6.4529 1.3593
C 2.8591 1.1817 1.9897
C 1.3482 1.3159 1.7016
N 0.8479 0.1212 1.0721
C 1.0355 -1.0193 1.9328
C 2.5350 -1.2606 2.1875
N 3.2821 -0.1649 1.4646
C 3.0141 -0.2462 -0.0189
C 1.4944 -0.0663 -0.2067
H 3.1112 1.1784 3.0510
H 3.4834 1.9091 1.4680
H 1.1647 2.1654 1.0426
H 0.8096 1.4833 2.6349
H 0.5953 -1.8912 1.4565
H 0.5187 -0.8408 2.8763
H 2.9082 -2.1934 1.7633
H 2.8465 -1.1795 3.2301
H 4.2797 -0.2872 1.6258
H 3.3749 -1.2284 -0.3273
H 3.6369 0.5301 -0.4666
H 1.0937 -0.9522 -0.6968
H 1.2791 0.8024 -0.8312